The following is a quantum chemistry calculation of 2 unconnected molecules or ions with the total composition C3H12NS, from the OMol25 dataset.

Positions of all 17 atoms, in Å:
C  -2.75598  -0.10000  1.35349
N  -1.69155  0.65828  0.72616
H  -2.25013  -0.98803  1.83701
H  -3.27721  -0.56745  0.54213
H  -3.45717  0.39117  1.94009
H  -1.34500  1.55632  1.29705
H  -0.76448  0.04476  0.71342
H  -1.84609  1.03113  -0.27009
C  2.76628  -0.05915  0.18677
S  1.20129  -0.76291  -0.16668
C  1.00202  -0.35494  -1.91528
H  2.80634  1.06908  -0.25054
H  3.17668  -0.37187  1.23479
H  3.48033  -0.60274  -0.43682
H  1.06803  0.74683  -2.15686
H  0.08763  -0.72600  -2.26288
H  1.79902  -0.96447  -2.37177

Output
HOMO-LUMO gap ... 8.946 eV
E_tot ... -15623.1848 eV
LUMO level ... -3.59 eV
Multiplicity ... 1
Relative energy (zero: lowest compared OMol25 entry of this formula, charge and spin) ... 1.401 eV
Total charge ... +1


The following is a quantum chemistry calculation of 2 unconnected molecules or ions with the total composition C3H12NS, from the OMol25 dataset.

Positions of all 17 atoms, in Å:
C  -1.82994  -0.60160  -1.60262
C  -2.12326  -0.32944  -0.11195
S  -0.67660  0.17818  0.80982
H  -1.08861  -1.40230  -1.69828
H  -1.54178  0.24607  -2.23749
H  -2.77592  -0.94181  -2.04158
H  -2.86659  0.48546  0.02700
H  -2.65893  -1.18005  0.33275
H  -1.35897  0.30974  1.96219
C  2.60517  0.26656  -0.70492
N  2.30900  0.28128  0.74309
H  3.67160  0.17385  -0.89676
H  2.09265  -0.58695  -1.13780
H  2.18688  1.17932  -1.13506
H  2.70880  1.14497  1.15731
H  2.62078  -0.54185  1.22901
H  1.24034  0.38828  0.86601

Output
HOMO-LUMO gap ... 9.938 eV
E_tot ... -15624.0941 eV
LUMO level ... -3.37 eV
Multiplicity ... 1
Relative energy (zero: lowest compared OMol25 entry of this formula, charge and spin) ... 0.492 eV
Total charge ... +1


The following is a quantum chemistry calculation of 3 unconnected molecules or ions with the total composition C3H12O3, from the OMol25 dataset.

Positions of all 18 atoms, in Å:
C  -1.04358  0.66235  -0.84919
C  -0.13388  -0.43175  -0.33171
C  0.85732  0.02406  0.70282
O  -0.93378  -1.55213  0.05616
H  -1.52546  0.17745  -1.71217
H  -1.80122  1.11034  -0.22238
H  -0.42253  1.41624  -1.34830
H  0.52427  -0.79370  -1.13482
H  1.30285  0.95663  0.36008
H  0.36206  0.39135  1.61163
H  1.57835  -0.77633  0.88572
H  -0.48868  -2.18419  0.62054
O  3.24060  0.47500  -1.29115
H  3.95514  -0.18105  -1.36976
H  3.56346  1.03152  -0.58503
O  -2.79243  -0.13978  1.83441
H  -3.58087  0.43746  1.75286
H  -2.66161  -0.62347  1.02029

Output
HOMO-LUMO gap ... 10.751 eV
Structure (SMILES) ... CC(C)O.O.O
E_tot ... -9447.6996 eV
LUMO level ... 0.68 eV
Multiplicity ... 1
Relative energy (zero: lowest compared OMol25 entry of this formula, charge and spin) ... 0.327 eV
Total charge ... 0